Entry 1:
12
Properties=species:S:1:pos:R:3:nbo_charge:R:1 method="wB97M-V/def2-TZVPD" e_tot_ev=-74299.734 orbital_gap_ev="8.500 / 8.363" e_above_lowest_kcal_mol=89.9 total_charge=0 homo_energy_ev="-8.81 / -8.47"
C -0.893 1.127 -0.228 -0.26
C -0.066 0.059 0.481 -0.38
C 1.410 0.172 -0.049 -0.25
C -0.557 -1.339 0.185 -0.60
Br 2.463 1.635 0.211 0.10
H -0.971 0.905 -1.334 0.16
H -0.765 2.209 0.012 0.19
H -0.009 0.335 1.570 0.22
H 1.397 -0.033 -1.208 0.17
H -1.559 -1.371 0.045 0.21
H -0.436 -2.106 1.067 0.22
H -0.014 -1.593 -0.751 0.21



Entry 2:
14
Properties=species:S:1:pos:R:3:nbo_charge:R:1 method="wB97M-V/def2-TZVPD" e_tot_ev=-173853.084 multiplicity=3 orbital_gap_ev="4.411 / 5.090" s2=2.01 total_charge=+2 homo_energy_ev="-15.29 / -16.01"
C 1.920 -0.052 -0.344 -0.25
C 0.784 -0.797 0.248 -0.39
Br 1.300 -2.648 0.389 0.16
C -0.521 -0.515 -0.558 -0.30
C -1.325 0.528 0.221 -0.63
Br -1.714 -1.977 -0.896 0.16
H 2.100 -0.134 -1.410 0.21
H 2.226 0.920 0.041 0.15
H 0.630 -0.455 1.280 0.19
H -0.257 -0.089 -1.524 0.25
H -0.628 1.375 0.292 -0.03
H -1.597 0.155 1.218 0.26
H -2.223 0.851 -0.315 0.29
Tm -0.695 2.838 1.359 1.93



Entry 3:
19
Properties=species:S:1:pos:R:3:nbo_charge:R:1 method="wB97M-V/def2-TZVPD" e_tot_ev=-141138.962 orbital_gap_ev=7.323 e_above_lowest_kcal_mol=72.1 total_charge=-1 homo_energy_ev=-4.08
Cu 2.428 -0.392 -0.210 0.85
Br 2.406 -1.568 -2.025 -0.84
Cl 1.355 -1.358 1.761 2.48
O 2.302 -0.622 2.596 -0.83
O 0.457 -0.414 1.162 -0.87
O 2.196 -1.981 0.692 -0.90
O 0.709 -2.530 2.360 -0.82
C -1.902 0.438 0.596 -0.62
C -1.680 0.982 -0.830 -0.37
C -0.332 0.670 -1.523 -0.53
C 0.820 1.008 -0.671 0.38
N 1.771 1.201 -0.061 -0.50
H -2.349 -0.553 0.514 0.20
H -2.618 1.051 1.144 0.19
H -0.968 0.451 1.156 0.27
H -1.612 2.064 -0.716 0.19
H -2.444 0.696 -1.552 0.20
H -0.317 1.196 -2.477 0.24
H -0.220 -0.341 -1.914 0.29



Entry 4:
16
Properties=species:S:1:pos:R:3:nbo_charge:R:1 method="wB97M-V/def2-TZVPD" smiles="CON(C)C(=O)[C@H](F)Br" e_tot_ev=-82603.573 orbital_gap_ev=10.576 e_above_lowest_kcal_mol=0.0 total_charge=0 homo_energy_ev=-9.96
C -0.351 0.691 -1.007 0.58
C 0.352 1.669 1.034 -0.43
C 0.058 -1.605 1.327 -0.27
C -0.197 -0.436 -2.011 0.06
N 0.171 0.503 0.214 -0.14
O -0.747 1.798 -1.291 -0.58
O 0.843 -0.671 0.556 -0.37
F 0.096 0.134 -3.289 -0.34
Br -1.905 -1.238 -2.330 0.04
H 0.531 2.506 0.290 0.24
H -0.350 1.894 1.720 0.20
H 1.228 1.398 1.545 0.21
H 0.843 -2.125 1.887 0.20
H -0.714 -2.291 0.955 0.20
H -0.370 -1.001 2.069 0.18
H 0.513 -1.227 -1.666 0.23



Entry 5:
14
Properties=species:S:1:pos:R:3:nbo_charge:R:1 method="wB97M-V/def2-TZVPD" e_tot_ev=-77280.004 orbital_gap_ev="8.203 / 7.906" e_above_lowest_kcal_mol=67.8 total_charge=0 homo_energy_ev="-7.91 / -7.79"
C 0.993 1.173 -0.346 0.05
C -0.362 1.339 -1.172 -0.57
C -1.177 0.166 -1.264 -0.24
C 0.379 -1.584 1.588 -0.46
N 1.270 0.159 0.315 -0.15
N 0.764 -0.992 0.353 -0.19
Br -2.535 -0.161 -0.016 0.06
H 1.692 1.983 -0.433 0.19
H -0.873 2.182 -0.703 0.23
H 0.003 1.639 -2.156 0.24
H -0.926 -0.672 -1.887 0.21
H 0.900 -1.142 2.442 0.20
H -0.702 -1.436 1.735 0.21
H 0.575 -2.655 1.543 0.21



Entry 6:
15
Properties=species:S:1:pos:R:3:nbo_charge:R:1 method="wB97M-V/def2-TZVPD" e_tot_ev=-86563.015 orbital_gap_ev=8.131 e_above_lowest_kcal_mol=74.1 total_charge=+1 homo_energy_ev=-12.55
C -1.561 1.411 -0.146 0.02
C -2.342 0.236 -0.005 -0.04
C -0.201 -0.668 -0.042 0.15
C 2.461 -0.197 0.100 -0.97
N -1.476 -0.834 0.043 -0.51
N -0.334 1.158 -0.495 -0.51
P 1.331 -1.542 -0.275 0.66
Br -4.247 -0.014 0.011 0.19
H -1.924 2.424 -0.242 0.27
H 3.530 -0.479 0.279 0.30
H 2.077 0.483 0.897 0.25
H 2.566 0.440 -0.840 0.25
H -1.720 -1.876 0.117 0.48
H 0.524 1.661 -0.443 0.44
H 1.315 -2.201 1.041 0.02



Entry 7:
13
Properties=species:S:1:pos:R:3:nbo_charge:R:1 method="wB97M-V/def2-TZVPD" smiles=CC[C@H]1O[C@@H]1Br e_tot_ev=-76349.245 orbital_gap_ev=11.028 e_above_lowest_kcal_mol=45.7 total_charge=0 homo_energy_ev=-10.12
C 0.291 0.490 -0.740 0.04
C 0.023 -0.633 -1.615 0.03
C -0.560 -0.178 1.609 -0.57
C 0.578 0.494 0.777 -0.43
O 1.242 -0.080 -1.641 -0.47
Br -1.099 -0.328 -3.188 -0.04
H 0.037 1.549 -1.024 0.20
H -0.016 -1.665 -1.255 0.21
H -1.559 -0.082 0.887 0.19
H -0.703 0.192 2.529 0.21
H -0.328 -1.187 1.647 0.20
H 1.560 -0.129 0.977 0.22
H 0.533 1.556 1.038 0.22



Entry 8:
13
Properties=species:S:1:pos:R:3:nbo_charge:R:1 method="wB97M-V/def2-TZVPD" e_tot_ev=-24737.321 orbital_gap_ev=4.991 total_charge=+1 homo_energy_ev=-10.91
H 0.010 -0.585 1.745 0.17
C -1.960 1.565 0.026 -0.44
C -0.410 0.165 1.061 -0.71
C -1.844 0.506 1.228 0.28
O -2.482 0.264 2.380 -1.06
Ca -2.855 -1.153 3.693 1.84
H -2.591 2.371 0.410 0.22
H -1.170 1.881 -0.663 0.24
H -0.212 -0.377 0.124 0.28
H -0.239 1.082 1.834 0.26
C -2.671 0.250 -0.230 -0.50
H -3.760 0.269 -0.118 0.21
H -2.292 -0.330 -1.079 0.22



Entry 9:
14
Properties=species:S:1:pos:R:3:nbo_charge:R:1 method="wB97M-V/def2-TZVPD" smiles=ClC[C@H](Cl)[C@H]1CN1 e_tot_ev=-30795.032 orbital_gap_ev=10.238 e_above_lowest_kcal_mol=26.3 total_charge=0 homo_energy_ev=-9.36
C 0.520 -1.327 -1.057 -0.41
C -0.221 0.047 -0.943 -0.19
C -0.629 0.372 0.403 -0.12
C 0.393 0.641 1.467 -0.25
H 1.506 -1.229 -0.537 0.23
H 0.691 -1.379 -2.133 0.23
H -1.120 0.002 -1.511 0.21
H -1.518 -0.297 0.614 0.21
H 1.459 0.669 1.084 0.20
H 0.249 0.196 2.472 0.20
H -1.242 2.122 1.516 0.39
N -0.505 1.659 1.004 -0.61
Cl -0.465 -2.674 -0.585 -0.03
Cl 0.881 1.196 -1.794 -0.06



Entry 10:
15
Properties=species:S:1:pos:R:3:nbo_charge:R:1 method="wB97M-V/def2-TZVPD" e_tot_ev=-38672.957 orbital_gap_ev="8.233 / 6.805" e_above_lowest_kcal_mol=98.2 total_charge=0 homo_energy_ev="-9.79 / -8.38"
C -3.111 -0.981 1.028 0.17
C 2.383 -0.234 -1.186 -0.63
C -2.612 -0.170 2.005 -0.38
C 1.569 0.253 0.078 -0.87
N -3.669 -1.667 0.298 -0.26
Si -0.165 0.876 -0.515 1.17
Cl 0.106 2.725 -1.264 -0.39
Cl -0.635 -0.064 -2.265 -0.39
H 2.430 0.372 -2.127 0.23
H 3.367 -0.660 -0.938 0.22
H 1.909 -1.189 -1.364 0.21
H -2.012 -0.593 2.777 0.22
H -3.127 0.707 2.235 0.22
H 1.944 1.275 0.523 0.24
H 1.621 -0.650 0.714 0.25



Entry 11:
14
Properties=species:S:1:pos:R:3:nbo_charge:R:1 method="wB97M-V/def2-TZVPD" smiles="C=C(C)/C(N)=N/Cl" e_tot_ev=-19762.169 orbital_gap_ev=9.620 e_above_lowest_kcal_mol=59.1 total_charge=0 homo_energy_ev=-8.93
C -1.629 -0.081 -0.330 -0.37
C -0.282 -0.069 -0.503 -0.01
C 0.485 0.223 0.751 0.38
C 0.342 -0.523 -1.795 -0.67
N 1.773 -0.015 0.563 -0.50
N -0.145 0.454 1.876 -0.79
Cl 2.715 0.071 1.966 0.06
H -2.209 -0.245 -1.253 0.20
H -2.053 0.330 0.513 0.18
H 0.113 -1.582 -2.041 0.23
H 1.503 -0.485 -1.686 0.26
H -0.032 0.166 -2.654 0.23
H -1.021 0.854 1.922 0.39
H 0.440 0.902 2.670 0.41



Entry 12:
14
Properties=species:S:1:pos:R:3:nbo_charge:R:1 method="wB97M-V/def2-TZVPD" smiles="C/C=C(/C)Cl.N#N" e_tot_ev=-19764.050 orbital_gap_ev=10.240 e_above_lowest_kcal_mol=15.7 total_charge=0 homo_energy_ev=-9.23
C -0.489 -0.259 -0.260 -0.22
C 0.363 0.592 0.292 0.00
C -0.791 -0.256 -1.714 -0.66
C 0.724 0.670 1.776 -0.64
N 2.700 -0.882 -1.266 0.00
N 2.378 -0.952 -0.215 -0.01
Cl 1.164 1.884 -0.562 -0.03
H -1.010 -1.001 0.410 0.22
H -0.049 -0.535 -2.448 0.23
H -1.006 0.723 -2.042 0.23
H -1.700 -0.674 -1.921 0.22
H 0.179 1.447 2.192 0.22
H 1.746 0.857 1.920 0.22
H 0.567 -0.303 2.302 0.22



Entry 13:
14
Properties=species:S:1:pos:R:3:nbo_charge:R:1 method="wB97M-V/def2-TZVPD" smiles="C=C=C.N=C=N.Cl" e_tot_ev=-19760.537 orbital_gap_ev=9.826 e_above_lowest_kcal_mol=96.8 total_charge=0 homo_energy_ev=-9.35
C -0.491 -0.728 -1.299 -0.49
C -0.497 -0.106 -0.165 0.15
C 2.181 -1.334 -0.358 0.66
C -0.130 0.267 1.022 -0.56
N 2.689 -0.356 0.112 -0.74
N 1.892 -2.430 -0.741 -0.75
Cl -3.082 -1.685 1.333 -0.30
H -1.053 -1.600 -1.316 0.23
H 0.036 -0.458 -2.145 0.22
H 0.589 -0.435 1.479 0.22
H -0.280 1.211 1.466 0.23
H 2.190 0.348 0.621 0.41
H 1.726 -2.848 -1.679 0.42
H -2.020 -1.839 2.266 0.30



Entry 14:
14
Properties=species:S:1:pos:R:3:nbo_charge:R:1 method="wB97M-V/def2-TZVPD" e_tot_ev=-19758.648 multiplicity=3 orbital_gap_ev="8.023 / 8.211" s2=2.01 e_above_lowest_kcal_mol=24.1 total_charge=0 homo_energy_ev="-7.10 / -10.77"
C -0.467 0.662 0.190 0.31
C -0.682 0.238 1.598 -0.71
C 0.608 -1.127 -1.159 -0.63
C 0.812 0.280 -0.632 -0.23
N -1.216 1.888 -0.200 -0.18
N -1.628 0.797 -0.632 -0.21
Cl 2.295 0.351 0.419 -0.07
H -1.082 1.161 2.011 0.27
H 0.292 -0.284 1.934 0.25
H -1.428 -0.586 1.748 0.25
H 0.325 -1.865 -0.325 0.22
H 1.460 -1.483 -1.667 0.23
H -0.346 -1.091 -1.791 0.24
H 1.056 1.060 -1.496 0.26



Entry 15:
16
Properties=species:S:1:pos:R:3:nbo_charge:R:1 method="wB97M-V/def2-TZVPD" smiles="CC(=O)N(CCCl)N=O" e_tot_ev=-23854.976 orbital_gap_ev=9.411 e_above_lowest_kcal_mol=44.4 total_charge=0 homo_energy_ev=-10.14
C 2.152 0.019 -1.316 -0.75
C 1.163 -0.437 -0.203 0.69
C -1.175 -0.527 0.523 -0.30
C -1.526 0.438 1.637 -0.38
H 3.187 -0.254 -0.855 0.25
H 1.988 1.127 -1.716 0.30
H 1.982 -0.632 -2.227 0.25
H -2.207 -0.588 0.005 0.24
H -1.077 -1.612 0.992 0.26
H -2.087 1.347 1.031 0.23
H -0.580 0.798 2.357 0.25
N -0.168 0.048 -0.285 -0.33
N -0.692 0.671 -1.378 0.27
O 1.457 -1.049 0.833 -0.55
O 0.140 1.316 -2.042 -0.35
Cl -2.557 -0.664 2.645 -0.07



Entry 16:
16
Properties=species:S:1:pos:R:3:nbo_charge:R:1 method="wB97M-V/def2-TZVPD" e_tot_ev=-32644.380 orbital_gap_ev=8.509 e_above_lowest_kcal_mol=17.3 total_charge=0 homo_energy_ev=-8.62
C -0.758 2.042 0.206 0.12
C 0.903 0.238 0.285 0.15
C 0.150 -2.020 -0.213 -0.42
C 0.576 1.631 0.346 -0.39
N -1.891 1.265 0.269 -0.83
N -0.035 -0.622 0.081 -0.49
O -2.454 -1.192 1.147 -0.92
S -2.191 -0.421 -0.020 1.53
Cl -4.232 -0.017 -0.627 -0.41
H -1.017 3.121 0.425 0.22
H 1.949 -0.016 0.549 0.18
H 0.610 -2.075 -1.226 0.20
H -0.912 -2.428 -0.315 0.22
H 0.750 -2.447 0.478 0.20
H 1.342 2.308 0.287 0.22
H -2.841 1.688 0.395 0.44



Entry 17:
15
Properties=species:S:1:pos:R:3:nbo_charge:R:1 method="wB97M-V/def2-TZVPD" e_tot_ev=-30596.282 orbital_gap_ev=9.040 e_above_lowest_kcal_mol=69.3 total_charge=0 homo_energy_ev=-8.38
C -0.331 -0.101 -1.865 0.25
C -0.065 -0.543 0.613 -0.02
C 0.499 -0.229 1.776 -0.27
C 1.016 1.174 2.407 -0.36
H -1.793 -3.194 -2.628 0.15
H 0.073 0.598 -2.691 0.20
H 0.662 1.053 -0.280 0.42
H -0.364 -1.606 0.577 0.23
H 0.430 -0.946 2.517 0.21
H 0.337 1.523 3.090 0.21
H 1.805 0.851 3.108 0.22
N -1.054 -1.091 -2.390 -0.61
N -0.254 0.373 -0.485 -0.65
S -1.752 -2.364 -1.444 0.12
Cl 1.725 2.515 1.291 -0.09



Entry 18:
17
Properties=species:S:1:pos:R:3:nbo_charge:R:1 method="wB97M-V/def2-TZVPD" e_tot_ev=-24221.926 multiplicity=3 orbital_gap_ev="7.656 / 7.112" s2=2.02 total_charge=+1 homo_energy_ev="-11.31 / -13.92"
C 0.131 -1.037 -0.544 0.44
C -0.178 1.295 -0.358 -0.05
C 0.596 -0.623 0.900 -0.08
C -0.351 -1.546 1.935 -0.13
N -0.225 -2.854 1.309 0.00
N -0.167 -3.296 0.210 0.02
N -0.079 -2.281 -0.868 -0.39
N 0.290 0.824 0.997 -0.61
N -0.184 0.085 -1.170 -0.54
Cl 0.231 -1.637 3.579 0.07
H -1.209 1.707 -0.162 0.23
H 0.633 1.937 -0.654 0.21
H 1.627 -0.860 1.172 0.26
H -1.453 -1.153 2.021 0.26
H -0.236 -2.724 -1.809 0.47
H 1.055 1.486 1.302 0.41
H -0.329 0.301 -2.132 0.44